Density functional theory data (the ωB97M-V functional and the def2-TZVPD basis) for a 7-piece molecular cluster, C39H37N7O13 overall at a distorted geometry.

Values from the calculation:
**HOMO level**: -0.3327 Eh
**Gap between HOMO and LUMO**: 7.18 eV
**Energy above the lowest of the compared OMol25 structures with the same formula, charge and spin**: 23.545 eV
**Structure (SMILES)**: O=[N+]([O-])c1ccccc1.O=[N+]([O-])c1ccccc1.O=[N+]([O-])c1ccccc1.O=[N+]([O-])c1ccccc1.O=[N+]([O-])c1ccccc1.O=[N+]([O-])c1ccccc1.CN(C)C=O
**Electronic energy**: -78049.646 eV

```
! RIJCOSX wB97M-V def2-TZVPD def2/J DEFGRID3
* xyz 0 1
O 35.930 37.337 27.792
N 36.435 38.473 27.628
O 37.650 38.664 27.074
C 35.687 39.660 28.050
C 34.482 39.367 29.019
C 33.713 40.732 29.437
C 33.939 42.161 28.834
C 35.062 42.275 27.950
C 36.018 41.097 27.553
H 34.354 38.210 29.145
H 32.865 40.425 30.189
H 33.108 42.840 28.944
H 35.268 43.119 27.763
H 36.797 41.183 27.016
O 32.869 51.643 24.046
N 34.076 51.431 23.661
O 34.966 52.317 23.941
C 34.477 50.217 23.116
C 36.007 50.017 22.799
C 36.414 48.722 22.077
C 35.411 47.618 21.940
C 34.173 47.773 22.434
C 33.570 49.008 23.179
H 36.776 50.938 23.108
H 37.426 48.535 21.761
H 35.754 46.659 21.504
H 33.349 46.792 22.454
H 32.474 49.231 23.426
O 39.633 47.362 32.264
N 38.520 47.127 31.690
O 37.589 47.836 31.738
C 38.452 45.799 31.030
C 37.042 45.080 30.987
C 37.004 43.610 30.475
C 38.254 43.028 29.841
C 39.501 43.683 29.840
C 39.567 45.083 30.397
H 36.290 45.373 31.533
H 36.096 42.926 30.351
H 38.258 42.075 29.595
H 40.418 43.238 29.261
H 40.451 45.606 30.430
O 37.532 42.010 22.929
N 38.149 41.621 23.953
O 37.855 40.606 24.553
C 38.828 42.671 24.774
C 39.889 42.251 25.775
C 40.750 43.237 26.334
C 40.434 44.709 26.344
C 39.386 45.077 25.464
C 38.538 44.113 24.715
H 39.934 41.299 25.863
H 41.364 42.882 27.068
H 40.929 45.410 26.867
H 38.962 46.300 25.408
H 37.732 44.555 24.240
O 33.894 45.677 28.884
N 33.118 46.540 28.187
O 32.203 46.135 27.462
C 33.484 47.950 28.262
C 34.420 48.317 29.364
C 34.993 49.774 29.450
C 34.557 50.712 28.416
C 33.580 50.434 27.380
C 33.024 48.979 27.256
H 34.594 47.859 30.190
H 35.752 50.058 30.092
H 34.951 51.690 28.361
H 33.361 51.259 26.695
H 32.442 48.619 26.412
O 39.811 49.559 29.760
N 40.997 49.112 29.899
O 41.374 48.025 29.506
C 41.874 49.833 30.798
C 43.059 49.118 31.680
C 43.842 49.917 32.743
C 43.500 51.482 32.772
C 42.607 52.155 31.996
C 41.845 51.324 30.941
H 43.203 47.990 31.741
H 44.657 49.282 33.437
H 44.262 51.981 33.258
H 42.399 53.233 32.093
H 41.324 51.689 30.299
C 37.674 48.210 27.563
N 37.080 47.432 26.701
C 36.739 47.813 25.294
C 36.481 46.320 27.107
O 35.827 45.579 26.423
H 37.459 49.232 27.457
H 38.845 48.174 27.392
H 37.500 48.083 28.659
H 35.739 47.559 25.213
H 37.101 47.208 24.587
H 37.149 48.784 25.077
H 36.686 45.951 28.239
*
```

---

Density functional theory data (the ωB97M-V functional and the def2-TZVPD basis) for C39H38BrClF4IN7OPPt as an isolated structure at a distorted geometry.

Values from the calculation:
**HOMO level (spin up / spin down)**: -0.5667 / -0.5927 Eh
**Gap between HOMO and LUMO (spin up / spin down)**: 7.76 / 5.35 eV
**Energy above the lowest of the compared OMol25 structures with the same formula, charge and spin**: 0.000 eV
**Electronic energy**: -167581.155 eV

```
! RIJCOSX wB97M-V def2-TZVPD def2/J DEFGRID3
* xyz 3 5
Pt 3.902 -19.320 6.299
Cl -1.087 -13.663 4.026
C 0.022 -14.724 4.656
C 0.793 -14.389 5.759
C 1.734 -15.266 6.242
I 2.846 -14.611 7.852
C 1.956 -16.554 5.701
O 2.791 -17.307 6.209
C 1.106 -16.921 4.571
N 1.306 -18.141 4.064
C 0.536 -18.522 3.038
C -0.423 -17.700 2.457
C -0.571 -16.448 2.970
C 0.176 -16.027 4.057
H 0.616 -13.465 6.200
H 0.709 -19.539 2.655
H -0.993 -18.156 1.646
H -1.313 -15.763 2.539
C 3.600 -18.155 9.077
N 2.397 -18.833 9.468
C 1.631 -18.465 10.680
C 0.526 -19.462 10.684
N 0.451 -19.920 9.276
C -0.458 -21.024 9.003
C 1.624 -19.566 8.640
N 2.039 -19.848 7.359
C 1.145 -20.367 6.366
C 1.826 -21.151 5.214
N 2.899 -20.392 4.594
C 3.111 -20.369 3.216
N 3.905 -19.449 2.698
C 4.523 -18.323 3.282
C 4.022 -19.617 1.235
C 3.114 -20.817 0.955
N 2.690 -21.258 2.312
C 2.167 -22.616 2.501
H 4.181 -17.826 9.944
H 3.485 -17.270 8.424
H 4.266 -18.886 8.611
H 1.324 -17.389 10.594
H 2.262 -18.620 11.582
H -0.431 -19.092 11.038
H 0.845 -20.283 11.312
H -1.096 -21.181 9.873
H 0.072 -21.976 8.778
H -1.091 -20.814 8.152
H 0.537 -19.606 5.865
H 0.423 -21.105 6.772
H 1.063 -21.434 4.514
H 2.356 -22.052 5.668
H 3.899 -17.754 3.951
H 4.804 -17.578 2.487
H 5.481 -18.671 3.701
H 5.070 -19.893 1.052
H 3.815 -18.648 0.725
H 3.639 -21.650 0.487
H 2.227 -20.548 0.412
H 2.501 -23.273 1.720
H 1.076 -22.650 2.477
H 2.556 -23.041 3.425
F 9.903 -18.946 10.150
C 8.962 -19.344 9.308
C 8.767 -20.699 9.136
F 9.528 -21.555 9.806
C 7.815 -21.203 8.272
F 7.686 -22.508 8.177
C 6.966 -20.263 7.633
P 5.649 -20.837 6.560
C 5.008 -22.371 7.365
C 4.126 -22.149 8.426
C 3.536 -23.261 9.051
C 3.890 -24.525 8.622
C 4.809 -24.740 7.618
C 5.344 -23.655 6.971
C 6.348 -21.329 4.973
C 7.602 -21.039 4.485
C 8.035 -21.414 3.214
C 7.146 -22.072 2.353
C 5.907 -22.467 2.853
C 5.492 -22.072 4.136
C 7.231 -18.892 7.765
Br 6.304 -17.615 6.725
C 8.199 -18.401 8.603
F 8.495 -17.133 8.743
H 3.797 -21.115 8.670
H 2.866 -23.134 9.871
H 3.437 -25.406 9.096
H 5.076 -25.706 7.259
H 6.075 -23.750 6.205
H 8.304 -20.510 5.113
H 9.029 -21.247 2.884
H 7.459 -22.390 1.349
H 5.246 -23.104 2.257
H 4.569 -22.508 4.532
*
```

---

Density functional theory data (the ωB97M-V functional and the def2-TZVPD basis) for an isolated ion of composition C39H38F5N4O2 and charge +1 at a distorted geometry.

Values from the calculation:
**HOMO level**: -0.3754 Eh
**Gap between HOMO and LUMO**: 7.12 eV
**Structure (SMILES)**: CO[C@](c1ccccc1)(c1n(C)c2ccccc2[n+]1C)[C@H](/C=C/N1[C@H](Cc2c(F)c(F)c(F)c(F)c2F)C(=O)N(C)C1(C)C)c1ccccc1
**Electronic energy**: -64694.190 eV

```
! RIJCOSX wB97M-V def2-TZVPD def2/J DEFGRID3
* xyz 1 1
C -3.697 -2.147 -0.070
O -2.578 -1.269 0.017
C -2.197 -0.296 -0.945
C -3.379 0.337 -1.760
C -3.231 1.672 -2.179
C -4.272 2.366 -2.805
C -5.540 1.789 -2.869
C -5.690 0.455 -2.474
C -4.565 -0.306 -2.109
C -1.243 -1.025 -1.903
N -0.904 -0.639 -3.158
C -1.541 0.309 -4.048
C 0.133 -1.446 -3.641
C 0.596 -1.564 -4.950
C 1.351 -2.701 -5.262
C 1.618 -3.673 -4.285
C 1.116 -3.551 -2.977
C 0.369 -2.410 -2.694
N -0.544 -2.168 -1.646
C -0.854 -3.227 -0.697
C -1.521 0.768 -0.109
C -0.509 0.273 0.871
C 0.680 0.902 1.100
N 1.671 0.427 1.912
C 2.787 1.240 2.366
C 3.425 2.069 1.247
C 4.867 2.379 1.485
C 5.860 1.688 0.792
F 5.494 0.721 -0.089
C 7.209 1.879 1.059
F 8.142 1.160 0.402
C 7.591 2.805 2.026
F 8.893 2.983 2.311
C 6.621 3.533 2.709
F 6.987 4.426 3.652
C 5.274 3.323 2.427
F 4.334 3.985 3.150
C 3.683 0.187 3.065
O 4.834 0.316 3.473
N 2.943 -0.952 3.140
C 3.458 -2.145 3.763
C 1.582 -0.849 2.631
C 1.258 -2.032 1.722
C 0.562 -0.772 3.794
C -2.690 1.421 0.670
C -3.196 2.691 0.367
C -4.506 3.013 0.708
C -5.276 2.112 1.448
C -4.688 0.941 1.932
C -3.368 0.643 1.608
H -3.744 -2.696 -1.026
H -3.556 -2.887 0.729
H -4.638 -1.611 0.147
H -2.260 2.165 -2.094
H -4.096 3.367 -3.204
H -6.395 2.360 -3.246
H -6.670 -0.028 -2.475
H -4.635 -1.395 -2.106
H -1.210 0.085 -5.063
H -2.630 0.181 -4.055
H -1.257 1.335 -3.792
H 0.331 -0.812 -5.686
H 1.719 -2.826 -6.277
H 2.204 -4.550 -4.552
H 1.278 -4.316 -2.215
H -0.106 -4.014 -0.835
H -0.826 -2.847 0.332
H -1.846 -3.668 -0.892
H -0.987 1.473 -0.758
H -0.858 -0.470 1.583
H 0.890 1.875 0.638
H 2.476 1.948 3.167
H 3.328 1.540 0.294
H 2.847 3.003 1.201
H 4.539 -2.058 3.847
H 3.023 -2.290 4.756
H 3.216 -3.017 3.154
H 2.005 -2.129 0.923
H 1.207 -2.951 2.316
H 0.292 -1.872 1.252
H 1.079 -0.471 4.712
H -0.234 -0.050 3.591
H 0.106 -1.761 3.947
H -2.575 3.399 -0.189
H -4.931 3.963 0.369
H -6.309 2.353 1.698
H -5.246 0.249 2.566
H -2.884 -0.221 2.067
*
```

---

Density functional theory data (the ωB97M-V functional and the def2-TZVPD basis) for C39H38N4O4PSTc as an isolated structure at a distorted geometry.

Values from the calculation:
**HOMO level (spin up / spin down)**: -0.4829 / -0.4826 Eh
**Gap between HOMO and LUMO (spin up / spin down)**: 6.61 / 6.62 eV
**Energy above the lowest of the compared OMol25 structures with the same formula, charge and spin**: 0.536 eV
**Electronic energy**: -77519.062 eV

```
! RIJCOSX wB97M-V def2-TZVPD def2/J DEFGRID3
* xyz 2 1
Tc 0.162 -0.773 0.557
C -0.204 4.709 0.842
N -0.617 3.342 0.560
C -1.885 2.911 0.258
C -1.806 1.567 0.073
N -0.498 1.181 0.249
C 0.187 2.279 0.553
H -1.029 5.257 1.288
H 0.097 5.216 -0.074
H 0.634 4.699 1.535
H -2.726 3.580 0.195
H -2.586 0.868 -0.179
H 1.242 2.306 0.767
N -0.035 -1.278 -1.190
P -1.148 -2.028 -2.119
C -1.759 -3.598 -1.478
C -2.860 -4.201 -2.085
C -3.269 -5.455 -1.664
C -2.577 -6.111 -0.653
C -1.463 -5.521 -0.073
C -1.045 -4.266 -0.489
C -0.332 -2.419 -3.675
C 0.959 -2.940 -3.572
C 1.607 -3.396 -4.706
C 0.972 -3.327 -5.941
C -0.301 -2.785 -6.044
C -0.963 -2.337 -4.910
C -2.472 -0.844 -2.381
C -2.147 0.308 -3.100
C -3.119 1.270 -3.316
C -4.404 1.083 -2.820
C -4.715 -0.055 -2.088
C -3.749 -1.025 -1.860
H -3.384 -3.701 -2.891
H -4.123 -5.929 -2.129
H -2.899 -7.092 -0.332
H -0.904 -6.039 0.695
H -0.158 -3.823 -0.065
H 1.439 -2.971 -2.601
H 2.604 -3.807 -4.627
H 1.471 -3.700 -6.825
H -0.781 -2.714 -7.011
H -1.960 -1.920 -4.992
H -1.145 0.429 -3.496
H -2.878 2.162 -3.879
H -5.170 1.822 -3.015
H -5.714 -0.191 -1.695
H -3.987 -1.909 -1.284
C 3.651 1.565 5.900
C 2.997 0.370 5.271
C 1.997 -0.334 5.936
C 1.329 -1.380 5.322
C 1.654 -1.712 4.017
C 2.710 -1.088 3.367
C 3.376 -0.055 3.996
S 0.768 -2.956 3.131
O 1.424 -4.220 3.168
O 0.563 -2.492 1.729
N -0.673 -3.207 3.848
C -1.701 -2.252 4.304
C -2.598 -1.800 3.153
C -1.727 -1.141 2.129
O -1.891 -1.375 0.903
O -0.759 -0.396 2.494
H 3.348 1.685 6.938
H 3.370 2.465 5.351
H 4.738 1.488 5.864
H 1.740 -0.065 6.953
H 0.587 -1.947 5.867
H 3.024 -1.444 2.398
H 4.214 0.420 3.498
H -0.696 -4.135 4.250
H -1.242 -1.377 4.759
H -2.297 -2.757 5.060
H -3.350 -1.087 3.499
H -3.101 -2.644 2.683
C 1.897 -0.300 0.236
C 3.197 -0.110 -0.219
C 4.095 -1.200 -0.160
C 5.372 -1.065 -0.661
C 5.783 0.137 -1.227
C 4.906 1.216 -1.290
C 3.626 1.104 -0.794
H 3.763 -2.137 0.272
H 6.049 -1.907 -0.620
H 6.783 0.229 -1.629
H 5.224 2.148 -1.738
H 2.935 1.934 -0.857
*
```